The following is a quantum chemistry calculation of a structure of composition C17H17IN6PtS, from OMol25.

```
43
C17H17IN6PtS | OMol25 | ωB97M-V with the def2-TZVPD basis set
Pt -0.329 -0.457 -0.204
C 5.342 0.049 0.364
N 4.335 1.092 0.185
C 4.597 2.393 0.003
C 3.391 3.057 -0.130
N 2.393 2.138 -0.014
C 2.976 0.896 0.165
S 2.264 -0.589 0.413
C 1.013 2.492 -0.141
C 0.632 3.784 0.184
C -0.648 4.215 -0.136
C -1.506 3.352 -0.799
C -1.077 2.056 -1.019
N 0.142 1.606 -0.651
H 6.319 0.510 0.473
H 5.370 -0.616 -0.499
H 5.127 -0.541 1.254
H 5.596 2.804 -0.043
H 3.228 4.108 -0.305
H 1.313 4.458 0.686
H -0.960 5.223 0.106
H -2.476 3.681 -1.144
H -1.712 1.356 -1.552
I -5.936 -2.593 -2.024
C -4.748 -1.588 -0.605
C -5.340 -1.048 0.539
C -4.522 -0.417 1.460
C -3.159 -0.348 1.211
N -2.600 -0.868 0.102
C -3.365 -1.483 -0.798
H -6.407 -1.127 0.712
H -4.931 0.008 2.367
H -2.494 0.123 1.924
H -2.879 -1.912 -1.666
N 0.537 -4.620 -0.608
C -0.079 -4.694 0.609
C -0.486 -3.424 0.900
N -0.116 -2.603 -0.141
C 0.508 -3.359 -1.044
H 0.951 -5.401 -1.100
H -0.181 -5.608 1.170
H -1.001 -3.081 1.780
H 0.917 -3.025 -1.983
```

Values from the calculation:
- Net charge: +4
- HOMO energy (spin up / spin down): -0.73948 / -0.74091 Eh
- 2S+1: 5
- Kohn-Sham gap (spin up / spin down): 8.17 / 4.55 eV
- ⟨S²⟩: 6.0419

The following is a quantum chemistry calculation of a structure of composition C4H4LiMgO5 in a non-equilibrium geometry, from OMol25.

```
15
C4H4LiMgO5 | OMol25 | ωB97M-V with the def2-TZVPD basis set
O 1.674 1.320 0.227
C 1.900 0.148 0.723
O 2.923 -0.065 1.379
O 0.934 -0.749 0.605
C -0.402 -0.578 1.162
C -1.379 -0.096 0.106
H -0.354 0.151 1.983
H -0.637 -1.579 1.548
H -2.003 0.712 0.524
H -2.201 -0.825 0.117
O -2.143 -1.220 -2.235
O -0.650 0.352 -2.729
C -1.459 -0.516 -2.948
Li 3.627 1.643 0.618
Mg 0.170 1.303 -1.080
```

Values from the calculation:
- Net charge: +1
- HOMO energy (spin up / spin down): -0.44997 / -0.45004 Eh
- Kohn-Sham gap (spin up / spin down): 7.16 / 7.16 eV
- Relative energy (zero: lowest compared OMol25 entry of this formula, charge and spin): 222.81 kJ/mol